A structure of composition C44H51CrN5OS2SeSi2 at a distorted geometry, computed with ωB97M-V/def2-TZVPD.

Values from the calculation:
E_LUMO (spin up / spin down), eV: -3.135 / -3.062
Gap between HOMO and LUMO (spin up / spin down), eV: 6.73 / 6.61
2S+1: 2
Relative energy (zero: lowest compared OMol25 entry of this formula, charge and spin), kcal per mole: 0.0
Expectation value of S²: 0.781
Total charge: +1
Calculated total energy, eV: -187146.54035

The geometry in XYZ format:
```
107
Properties=species:S:1:pos:R:3:mulliken_spin:R:1
Cr -0.37 0.42 0.04 1.248
S -2.78 1.16 6.82 0.000
C -2.42 2.69 7.47 0.000
C -1.70 3.45 6.60 0.000
C -1.44 2.77 5.38 0.000
C -1.96 1.51 5.34 0.000
C -1.89 0.52 4.25 0.003
C -1.29 0.88 3.03 0.004
N -1.16 0.06 2.01 -0.007
C -1.66 -1.19 2.11 -0.013
C -2.30 -1.64 3.26 0.000
C -2.83 -2.98 3.29 0.000
C -2.73 -3.78 2.21 0.000
C -2.09 -3.32 1.00 -0.004
C -2.02 -4.10 -0.16 -0.003
C -1.45 -3.57 -1.30 0.003
C -0.91 -2.27 -1.22 0.000
N -0.95 -1.53 -0.14 -0.024
C -1.56 -2.04 0.96 -0.040
C -1.45 -4.30 -2.58 0.001
C -1.63 -3.80 -3.83 0.000
C -1.62 -4.80 -4.85 0.000
C -1.42 -6.05 -4.34 0.000
S -1.24 -6.01 -2.64 0.000
C -2.39 -0.76 4.34 0.002
H -2.76 2.95 8.47 0.000
H -1.36 4.46 6.82 0.000
H -0.86 3.20 4.57 0.000
H -0.89 1.87 2.89 0.014
H -3.32 -3.33 4.19 0.000
H -3.13 -4.79 2.23 0.000
H -2.47 -5.09 -0.18 0.000
H -0.43 -1.84 -2.09 -0.006
H -1.80 -2.74 -4.02 0.000
H -1.76 -4.60 -5.90 0.000
H -1.36 -6.99 -4.87 0.000
H -2.88 -1.09 5.26 0.000
C 0.65 0.57 -1.75 -0.074
Si 2.36 -0.15 -1.69 -0.006
C 2.80 0.24 0.09 0.009
N 1.71 -0.07 1.07 -0.049
C 1.91 0.83 2.25 0.010
C 3.21 0.59 3.01 0.000
C 3.37 -0.90 3.38 0.000
C 2.11 -1.69 3.00 -0.001
C 1.80 -1.51 1.52 0.012
C 3.58 0.82 -2.75 -0.001
C 4.42 0.23 -3.69 0.001
C 5.28 1.01 -4.47 0.000
C 5.31 2.39 -4.32 0.000
C 4.49 2.99 -3.38 0.001
C 3.63 2.22 -2.61 0.000
C 2.53 -1.94 -2.21 0.001
C 1.99 -2.30 -3.45 -0.002
C 2.18 -3.57 -3.99 0.000
C 2.89 -4.52 -3.27 0.000
C 3.44 -4.19 -2.04 0.000
C 3.27 -2.91 -1.52 0.000
H 0.07 0.26 -2.62 0.003
H 0.80 1.65 -1.86 0.002
H 2.93 1.33 0.08 0.000
H 3.76 -0.18 0.42 -0.001
H 1.08 0.70 2.93 -0.003
H 1.87 1.85 1.88 -0.001
H 3.18 1.21 3.91 0.000
H 4.06 0.94 2.43 0.000
H 3.58 -1.02 4.45 0.000
H 4.22 -1.34 2.85 0.000
H 1.26 -1.38 3.62 0.000
H 2.26 -2.75 3.18 0.000
H 0.89 -2.04 1.27 0.001
H 2.59 -1.99 0.95 0.003
H 4.42 -0.84 -3.82 0.000
H 5.93 0.53 -5.20 0.000
H 5.97 2.99 -4.93 0.000
H 4.51 4.07 -3.26 0.000
H 2.98 2.72 -1.88 0.003
H 1.43 -1.56 -4.03 -0.001
H 1.77 -3.81 -4.96 0.000
H 3.02 -5.52 -3.68 0.000
H 4.02 -4.92 -1.49 0.000
H 3.76 -2.66 -0.58 0.000
C 0.01 5.83 1.74 -0.001
N 0.43 4.54 1.22 0.002
C -0.38 3.52 0.86 -0.010
N -1.71 3.68 0.95 0.003
O 0.15 2.45 0.48 -0.001
H 0.81 6.54 1.59 0.000
H -0.23 5.79 2.81 0.000
H -0.86 6.21 1.21 0.000
H 1.41 4.32 1.20 0.000
H -2.11 4.59 1.08 -0.001
H -2.26 2.97 0.49 0.003
C -5.72 1.26 -1.34 -0.003
Si -4.17 1.98 -2.03 -0.008
C -3.92 1.58 -3.81 -0.002
C -4.06 3.80 -1.72 -0.001
Se -2.54 0.89 -0.83 -0.069
H -6.61 1.65 -1.86 -0.001
H -5.80 1.50 -0.27 0.000
H -5.70 0.17 -1.44 0.000
H -4.75 1.97 -4.41 0.000
H -3.87 0.49 -3.96 0.000
H -2.98 2.02 -4.18 -0.001
H -4.82 4.33 -2.31 0.000
H -3.08 4.18 -2.00 0.000
H -4.25 4.03 -0.66 0.000
```